Record 1
Entry from the Open Molecules 2025 dataset: a 5-piece molecular cluster, C25H59NO11PS overall (ωB97M-V/def2-TZVPD).

As for the molar mass: 612.78 Da. For the frontier orbital gap (spin up / spin down), the calculation gives 8.66 / 9.34 eV. The calculation puts the total energy at -2609.72032 Eh. The spin multiplicity is 2. The value obtained for the largest force on an atom is 0.71 eV Å⁻¹.

Geometry (Å):
H1 -5.2374 -6.0597 -1.1096
H2 -5.2706 -2.4787 -0.6539
C1 -4.2672 -2.1677 -0.9436
H3 3.2318 2.5734 2.9632
H4 4.2975 2.4812 -1.8049
C2 4.2070 3.0403 -0.8703
C3 1.3227 2.7330 1.6267
H5 1.3159 6.7980 5.3061
H6 -9.7366 -4.9471 -0.7117
C4 4.2842 1.9917 0.2532
N1 1.7610 2.9598 -0.8441
C5 0.5010 1.0638 0.0433
H7 -7.2099 -6.1318 -4.5916
O1 -7.9311 -4.0608 -1.2309
C6 -2.7509 -1.5611 2.1427
O2 1.8623 -5.1219 -5.2672
H8 -0.4950 -5.6375 -4.1160
H9 3.7370 -4.2806 -4.9608
H10 4.3985 4.7913 5.9959
H11 1.6792 -6.8177 -4.1513
H12 2.0505 3.4857 1.9288
H13 1.2386 1.9903 2.4229
H14 -5.4332 -4.5671 -2.0326
H15 2.3621 -3.2553 -4.4876
H16 -0.3545 -2.1680 -3.8131
C7 1.6458 -5.7335 -4.0092
C8 2.1734 4.9627 4.6035
H17 -1.4464 -3.3877 1.2252
C9 2.9697 1.2056 0.4232
C10 2.8651 6.9257 7.1672
H18 -9.0319 -5.5092 -2.2452
H19 2.4424 -5.4590 -3.3085
O3 3.4333 5.5249 4.2723
H20 3.6143 5.2604 -2.5036
H21 0.7235 0.3713 -0.7657
C11 -7.0189 -4.9787 -0.6522
O4 -3.3921 -3.2260 -0.6087
H22 5.0238 1.2682 -0.0953
H23 1.8925 4.8550 -2.6369
C12 -2.0193 -2.9159 -0.7887
H24 3.1052 3.6992 -3.1787
H25 0.3637 3.2487 1.5406
C13 -6.6821 -5.4821 -3.8954
H26 -7.2636 -4.5692 -3.7404
O5 5.1405 4.1338 1.7834
C14 -9.1679 -4.6399 -1.5965
C15 4.5329 4.8821 4.9166
O6 -1.8508 -1.3612 1.0716
H27 5.0651 3.7169 -0.8264
H28 4.6537 3.8848 4.4867
H29 -7.5535 -5.8473 -0.2517
H30 0.2795 0.4880 0.9449
H31 -3.1763 -0.5898 2.3900
O7 4.1156 2.1832 3.0248
H32 2.9660 0.6783 1.3805
C16 2.7114 -3.9919 -5.2159
H33 -3.5569 -2.2480 1.8703
H34 4.5000 4.5921 2.3528
H35 -1.5607 -3.4544 -4.0348
H36 -9.7335 -3.8774 -2.1292
H37 2.2993 3.9327 4.9607
H38 -6.5208 -4.4747 0.1817
H39 0.4524 5.3353 5.8104
H40 5.4142 5.4850 4.7077
H41 0.1528 -5.9194 -2.4915
H42 3.5575 7.1621 6.3550
C17 2.8831 4.4530 -2.4265
H43 1.5616 4.9436 3.6953
O8 0.2256 -3.9767 -3.1112
H44 3.8618 5.5099 0.0867
C18 2.8596 5.1130 -0.0720
H45 2.9420 0.4323 -0.3486
O9 2.1240 5.7500 6.8990
H46 -1.5242 -3.7888 -1.2202
H47 -1.9080 -2.0862 -1.4960
H48 2.2603 5.8934 -0.5425
O10 -6.5140 -6.2073 -2.6943
C19 1.6611 2.0128 0.3201
H49 -5.7137 -5.2108 -4.3313
C20 2.9302 3.8917 -1.0061
C21 0.3029 -5.3584 -3.4192
H50 2.7094 -3.5458 -6.2088
H51 2.2005 7.7818 7.3249
H52 -0.1206 -3.3947 -5.0802
H53 -4.2610 -1.9756 -2.0230
H54 2.4092 4.9307 0.8973
H55 -2.2352 -1.9564 3.0251
H56 -4.0151 -1.2400 -0.4235
H57 -0.3915 1.6239 -0.2332
O11 1.2934 2.4930 -1.9414
C22 1.4455 5.7690 5.6597
C23 -1.3396 -2.5608 0.5144
H58 -0.2723 -2.4139 0.3224
H59 3.4288 6.7449 8.0803
C24 -0.4906 -3.2181 -4.0674
C25 -5.9663 -5.4383 -1.6371
P1 5.1293 2.5179 1.8087
S1 6.8425 1.7264 2.0606

Record 2
Entry from the Open Molecules 2025 dataset: a 5-piece molecular cluster, C25H60BrIN2O7P overall (ωB97M-V/def2-TZVPD).

As for the molar mass: 738.54 Da. For the frontier orbital gap, the calculation gives 9.11 eV. The calculation puts the total energy at -4837.54234 Eh. Its charge is +1. The value obtained for the largest force on an atom is 0.82 eV Å⁻¹.

Geometry (Å):
H1 -4.5879 -4.1992 1.8568
C1 0.9764 3.1765 3.5690
H2 2.9720 -2.8140 -0.6371
H3 2.3212 2.6148 0.2658
C2 -2.2623 -0.1247 -1.1021
H4 -4.3739 -0.2421 -0.7788
H5 0.6971 -2.3452 3.1024
H6 1.8021 -7.0294 -3.6478
H7 -1.4810 -0.6811 -1.6273
H8 3.2713 0.1440 0.3042
C3 -4.4532 8.2160 0.7978
C4 -3.3199 8.3856 1.7938
H9 0.4328 3.0929 4.5117
H10 -3.5797 9.1640 2.5117
C5 2.1337 -5.2438 -2.4819
C6 -3.9072 5.9647 0.1608
O1 3.5721 1.7327 -0.9728
O2 -2.1085 -0.3420 0.3137
H11 -1.3401 -1.4955 3.3276
H12 -5.2509 5.7873 1.8679
P1 2.7858 -1.8043 1.3065
H13 -1.4203 -5.6433 0.6728
H14 4.8791 2.5621 -2.3559
I1 2.1649 -0.6774 4.4850
C7 -3.6376 -0.5890 -1.5030
H15 3.1979 -4.4230 -4.8385
H16 -0.6213 -3.2600 -1.0804
H17 -0.6266 -0.1658 4.2287
N1 1.2633 -0.9335 1.6238
H18 6.9433 1.6929 -1.2913
O3 3.7145 -0.6500 0.6491
C8 -5.0426 5.2936 0.9184
H19 3.1938 -5.1377 -2.7173
H20 -1.2879 1.8859 3.6713
C9 3.4068 -6.3815 -5.7197
C10 0.1628 -1.1094 0.6740
C11 -2.6052 -3.4158 1.6209
H21 -2.1979 0.2034 2.2888
C12 -0.8598 -0.0053 0.8205
H22 0.7825 2.4501 1.5753
H23 -0.3225 -2.0843 0.7672
H24 1.1634 1.1950 2.7575
H25 2.8313 -7.0730 -6.3358
C13 0.5672 2.0826 2.5778
H26 -4.6358 9.1549 0.2767
O4 -1.2312 -3.7900 1.5759
C14 3.2753 4.1959 -0.8493
C15 1.3892 -6.0188 -3.5569
H27 2.3478 -4.6237 -6.3634
H28 4.3171 -6.1152 -6.2574
N2 -1.1788 0.3059 2.2758
H29 4.0038 2.8814 0.6994
H30 1.6986 -4.2493 -2.3679
C16 -0.6233 -0.6819 3.2731
H31 0.3407 -6.1308 -3.2766
C17 3.3054 2.8530 -0.1460
H32 -2.4012 8.6786 1.2844
C18 -3.5705 -4.5780 1.7580
H33 2.9811 4.9738 -0.1439
O5 1.3477 -5.3691 -4.8112
H34 -2.1144 0.9419 -1.3007
O6 -4.1809 7.2880 -0.2417
H35 -3.8930 -0.1731 -2.4762
H36 -5.3806 7.9526 1.3185
H37 5.9934 0.9239 -0.0122
H38 -0.8530 -4.9208 -1.6142
C19 -1.1733 -4.1792 -0.8829
H39 -3.3344 -5.1733 2.6402
H40 0.8136 4.1778 3.1730
H41 -3.6897 -1.6746 -1.5660
H42 -2.2347 -3.9896 -1.0525
H43 4.2524 4.4677 -1.2483
H44 -5.9555 5.3015 0.3223
H45 -0.4911 0.9220 0.3739
C20 -0.9013 1.7494 2.6644
H46 -2.6912 -2.7777 2.5033
H47 2.0596 -5.7656 -1.5260
H48 6.0773 2.6880 -0.1302
H49 -3.5476 -5.2309 0.8861
H50 2.5613 4.1847 -1.6737
C21 0.7721 -1.2659 2.9637
H51 -3.1253 7.4718 2.3579
H52 -2.8687 -2.8031 0.7501
H53 -4.7863 4.2551 1.1387
C22 2.6018 -5.1275 -5.4313
H54 -2.9821 5.9232 0.7529
H55 4.8283 0.8111 -2.2197
O7 2.2471 -2.5939 -0.0344
H56 3.7046 -6.9014 -4.8083
H57 0.1660 -4.8913 0.6493
C23 6.0255 1.7641 -0.7075
Br1 -2.0238 2.8538 1.5523
H58 0.5565 -1.0198 -0.3350
H59 -3.7150 5.4282 -0.7701
C24 -0.8982 -4.6955 0.5181
H60 2.0346 3.0833 3.8057
C25 4.8308 1.7344 -1.6413

Question: Which formula does entry 2 have?
Answer: C25H60BrIN2O7P

Question: What is the molar mass in the second record?
Answer: 738.54 Da

Question: What is the molar mass in the second record?
Answer: 738.54 Da

Question: Which formula does entry 1 have?
Answer: C25H59NO11PS